(1)
{"formula": "C29H54ClN5O3Sb2SeTi", "method": "ωB97M-V with the def2-TZVPD basis set", "homo_lumo_gap_ev": [3.716, 3.693], "energy_ev": -158599.3552, "total_charge": -2, "largest_force_ev_per_a": 1.0, "elements": ["Ti", "C", "C", "Sb", "C", "C", "C", "C", "H", "H", "H", "H", "H", "H", "H", "H", "H", "H", "H", "H", "H", "H", "H", "N", "C", "N", "C", "C", "O", "C", "C", "H", "H", "H", "H", "H", "H", "H", "H", "C", "N", "C", "C", "O", "H", "H", "H", "H", "H", "H", "H", "C", "N", "C", "C", "C", "O", "H", "H", "H", "H", "H", "H", "H", "H", "H", "N", "C", "Se", "Cl", "C", "C", "C", "C", "C", "C", "C", "H", "H", "H", "H", "H", "H", "C", "Sb", "C", "C", "H", "H", "H", "H", "H", "H", "H", "H", "H"], "coordinates": [[0.3135, 0.0842, -0.8433], [-0.1200, -3.4919, -6.2233], [1.0918, -3.7299, -5.3242], [0.6406, -3.0874, -3.2655], [2.3725, -3.9830, -2.3523], [2.7887, -5.3511, -2.8791], [-0.6644, -4.8126, -2.9402], [-2.1248, -4.3841, -2.8071], [0.0634, -3.7711, -7.2672], [-0.4189, -2.4400, -6.2116], [-0.9823, -4.0697, -5.8781], [1.9536, -3.1579, -5.6798], [1.3717, -4.7862, -5.3313], [2.1062, -4.0275, -1.2951], [3.1699, -3.2439, -2.4356], [1.9490, -6.0513, -2.8964], [3.5718, -5.7973, -2.2563], [3.1793, -5.2868, -3.8972], [-0.3296, -5.2842, -2.0138], [-0.5258, -5.5308, -3.7549], [-2.2332, -3.6771, -1.9830], [-2.7899, -5.2330, -2.6129], [-2.4811, -3.8868, -3.7146], [0.6662, 0.7627, 1.0376], [1.0405, 1.4468, 1.9012], [1.3131, 2.0401, 3.0560], [2.3670, 1.5193, 3.9183], [2.0356, 1.8936, 5.3513], [1.8549, 3.2939, 5.4925], [0.7867, 3.7490, 4.6666], [1.0655, 3.4725, 3.2028], [3.3369, 1.9507, 3.6380], [2.4188, 0.4377, 3.7987], [2.8513, 1.6142, 6.0191], [1.1223, 1.3693, 5.6604], [0.6891, 4.8196, 4.8429], [-0.1471, 3.2523, 4.9556], [1.9388, 4.0489, 2.8669], [0.2012, 3.7398, 2.5962], [0.8839, 5.4150, -0.5782], [0.9694, 4.0843, -1.1186], [2.3136, 3.5478, -1.1861], [-0.0584, 3.2224, -0.7591], [-0.0425, 2.0039, -1.0202], [1.4319, 6.1135, -1.2157], [1.3111, 5.4740, 0.4374], [-0.1575, 5.7360, -0.5277], [2.8284, 3.6882, -0.2203], [2.8866, 4.0593, -1.9634], [2.2936, 2.4774, -1.4042], [-0.9521, 3.6964, -0.3480], [-1.8635, 2.8171, -4.1005], [-1.4044, 1.4860, -3.7350], [-0.1191, 1.0531, -4.2754], [-1.9271, 0.8307, -2.6888], [-3.2384, 1.3115, -2.1309], [-1.3576, -0.1601, -2.2035], [-1.0187, 3.3706, -4.5063], [-2.2260, 3.3637, -3.2330], [-2.6537, 2.7846, -4.8567], [-0.0232, -0.0249, -4.1688], [-0.0786, 1.3287, -5.3311], [0.7154, 1.4991, -3.7305], [-3.9376, 1.6139, -2.9103], [-3.0614, 2.1538, -1.4575], [-3.6555, 0.5169, -1.5189], [-0.3571, -3.1202, 0.0892], [-0.1786, -1.9997, -0.1755], [2.4990, -0.2403, -1.7488], [-2.2451, 4.4777, 1.8418], [-3.2276, 3.3231, 2.7629], [-3.9809, 3.8267, 3.7971], [-4.7715, 2.9928, 4.5862], [-4.7487, 1.6195, 4.2759], [-4.0015, 1.1167, 3.2455], [-3.1769, 1.9363, 2.3775], [-2.4378, 1.4316, 1.3395], [-3.9435, 4.8935, 3.9912], [-5.3613, 3.3876, 5.4030], [-5.3380, 0.9290, 4.8735], [-4.0080, 0.0499, 3.0475], [-2.3944, 0.3677, 1.1523], [-1.8156, 2.0886, 0.7472], [3.2240, -2.7678, 4.2439], [1.9348, -2.3765, 2.5098], [0.2423, -3.3334, 3.4365], [2.5769, -4.1570, 1.4933], [3.1414, -3.8108, 4.5567], [2.9320, -2.1285, 5.0807], [4.2658, -2.5535, 3.9969], [0.5611, -4.2273, 3.9756], [-0.4524, -3.5994, 2.6405], [-0.2507, -2.6458, 4.1242], [2.7769, -4.9500, 2.2158], [3.4692, -3.9546, 0.9018], [1.7649, -4.4495, 0.8288]], "lowdin_charge": [0.180, -0.239, -0.476, 1.373, -0.461, -0.208, -0.467, -0.232, 0.049, 0.047, 0.045, 0.035, 0.025, 0.006, 0.006, 0.049, 0.054, 0.047, 0.032, 0.031, 0.042, 0.051, 0.044, 0.073, -0.200, -0.081, -0.125, -0.199, -0.144, -0.184, -0.134, 0.130, 0.082, 0.120, 0.129, 0.123, 0.133, 0.121, 0.071, -0.105, -0.212, -0.083, -0.296, -0.229, 0.078, 0.076, 0.074, 0.082, 0.079, -0.016, 0.065, -0.050, -0.126, -0.043, -0.488, 0.015, -0.122, 0.088, 0.081, 0.085, 0.044, 0.085, 0.063, 0.078, 0.081, 0.092, -0.044, -0.386, -0.133, 0.616, -0.603, -0.200, -0.187, -0.171, -0.093, -0.382, -0.063, 0.077, 0.056, 0.078, 0.092, 0.038, -0.027, -0.388, 1.269, -0.357, -0.357, -0.020, -0.028, -0.022, -0.011, -0.031, -0.012, -0.009, -0.006, -0.034]}


(2)
{"formula": "C8H11NO2", "method": "ωB97M-V with the def2-TZVPD basis set", "homo_lumo_gap_ev": [6.098, 8.489], "energy_ev": -14051.3423, "s_squared": 2.0057, "multiplicity": 3, "largest_force_ev_per_a": 9.5, "elements": ["C", "C", "C", "C", "C", "C", "C", "C", "N", "O", "O", "H", "H", "H", "H", "H", "H", "H", "H", "H", "H", "H"], "coordinates": [[-1.1964, -2.2899, 2.4067], [-0.5757, 0.1372, 2.7189], [0.5871, -1.9088, -1.6597], [0.9080, -0.0062, 0.8212], [-0.1911, -0.8496, -1.3290], [0.0860, 0.3848, -0.5218], [-1.2596, 1.1158, -0.0300], [1.0658, 1.1509, -1.4516], [-0.9343, -1.1487, 2.4681], [-1.1886, 0.6949, 3.5856], [0.3869, 0.6258, 1.9506], [1.4879, -2.0424, -1.1826], [0.1045, -2.6820, -2.2719], [0.8409, -1.0183, 0.9291], [1.9332, 0.5242, 0.5283], [-1.1545, -0.7253, -1.8336], [-2.1336, 0.6104, -0.4340], [-1.2470, 2.1972, -0.5411], [-1.4509, 1.3573, 0.9883], [1.9745, 0.5825, -1.6378], [1.3668, 2.0226, -1.0885], [0.5900, 1.2677, -2.4153]], "lowdin_spin": [0.003, 0.001, 0.849, 0.023, 0.792, 0.082, 0.007, 0.070, 0.002, 0.001, 0.004, 0.059, 0.046, 0.004, 0.000, 0.034, 0.002, 0.000, 0.000, 0.006, 0.010, 0.003]}


(3)
{"formula": "C10H17N2", "method": "ωB97M-V with the def2-TZVPD basis set", "homo_lumo_gap_ev": 6.831, "smiles": "C1=C[C@H](CCN2CCCC2)[NH+]=C1", "energy_ev": -13617.3868, "total_charge": 1, "largest_force_ev_per_a": 5.1, "elements": ["C", "C", "C", "C", "C", "C", "C", "C", "C", "C", "N", "N", "H", "H", "H", "H", "H", "H", "H", "H", "H", "H", "H", "H", "H", "H", "H", "H", "H"], "coordinates": [[-3.4949, -2.4420, -0.2241], [-2.3250, -2.1576, -0.8159], [-3.5790, -1.7007, 0.9435], [-1.5492, -1.2577, 0.0678], [1.6467, 1.7328, -1.5828], [1.2625, 2.7028, -0.5051], [1.7802, 0.3813, -0.8699], [0.8045, 1.8045, 0.6790], [-0.1281, -1.7945, 0.4411], [0.6246, -0.6427, 1.1002], [-2.4073, -1.1389, 1.1886], [0.7680, 0.4578, 0.1552], [-4.1495, -3.1476, -0.5744], [-1.9290, -2.7142, -1.6780], [-4.3846, -1.8388, 1.6250], [0.9327, 1.7148, -2.4486], [2.5592, 2.0570, -1.9626], [2.0842, 3.3812, -0.1971], [0.4102, 3.2604, -0.7533], [1.7506, -0.4566, -1.3996], [2.7823, 0.2706, -0.2916], [1.5321, 1.8076, 1.4470], [-0.2330, 2.0702, 0.9322], [-0.2012, -2.5312, 1.1254], [-1.1231, -0.3854, -0.5512], [0.4409, -2.0551, -0.4127], [1.6827, -1.0443, 1.3050], [0.0919, -0.4052, 2.0510], [-2.2135, -0.5958, 1.9808]], "nbo_charge": [-0.311, -0.002, 0.194, -0.189, -0.411, -0.407, -0.203, -0.210, -0.361, -0.213, -0.428, -0.462, 0.254, 0.256, 0.251, 0.213, 0.228, 0.224, 0.216, 0.192, 0.153, 0.183, 0.193, 0.218, 0.344, 0.229, 0.212, 0.197, 0.437]}


(4)
{"formula": "C9H9NO", "method": "ωB97M-V with the def2-TZVPD basis set", "homo_lumo_gap_ev": 8.307, "smiles": "[O-][N+]1=CC=C[C@H]2C=CC=C[C@H]21", "energy_ev": -13010.9098, "largest_force_ev_per_a": 4.1, "elements": ["C", "C", "C", "C", "C", "C", "C", "C", "C", "N", "O", "H", "H", "H", "H", "H", "H", "H", "H", "H"], "coordinates": [[1.7841, 1.1917, -0.1028], [2.1857, -0.1288, -0.3323], [-2.0181, 0.1420, 0.8650], [0.5597, 1.5972, -0.3502], [1.3917, -1.0485, -0.8551], [-1.9159, 0.7988, -0.2780], [-1.1117, -0.7331, 1.6037], [-0.5512, 0.6499, -0.8815], [-0.0922, -0.8627, -0.7715], [-0.3272, -1.4822, 0.9341], [0.4731, -2.2738, 1.3697], [2.5500, 1.7488, 0.4614], [3.2516, -0.4701, -0.1465], [-3.0797, 0.1401, 1.2816], [0.1344, 2.5966, -0.5157], [1.8247, -2.0651, -0.9185], [-2.5923, 1.5282, -0.6718], [-1.1102, -0.6817, 2.6796], [-0.6557, 0.9477, -2.0593], [-0.7008, -1.5951, -1.3119]], "nbo_charge": [-0.254, -0.177, -0.197, -0.130, -0.222, -0.211, -0.113, -0.320, -0.085, 0.174, -0.471, 0.223, 0.221, 0.210, 0.214, 0.231, 0.225, 0.214, 0.243, 0.225]}


How do the records compare in energy relative to the best compared isomer or geometry (same formula, charge and spin)? In the order shown, they have 23.65, 44.05, 24.33, 144.73 kcal per mole.